91
Properties=species:S:1:pos:R:3:forces:R:3:lowdin_charge:R:1 method="wB97M-V/def2-TZVPD" lumo_ev=-0.410 homo_lumo_gap_ev=6.3 e_above_lowest_kcal_mol=18.5 e_homo_ev=-6.68
Ru 0.8850 0.3077 0.0408 -1.2003 -4.1640 -2.2026 0.745
C 4.4411 5.7265 -2.7975 -0.0562 -0.0250 0.0224 -0.192
Si 4.1671 3.8925 -2.4825 0.0153 0.1598 0.0088 0.507
C 3.9470 3.0355 -4.1337 0.0749 -0.0458 0.0604 -0.183
C 5.6169 3.2409 -1.4901 -0.0134 -0.0787 -0.1127 -0.180
C 2.5983 3.7431 -1.4319 0.0737 0.0155 0.1534 -0.241
C 1.8517 4.8483 -1.0478 0.0554 -0.1690 -0.0822 -0.069
C 0.7158 4.7177 -0.2445 -0.0161 0.1672 0.0526 -0.066
C 0.3746 3.4691 0.2110 -0.0212 0.0050 0.1337 -0.138
N 1.0841 2.3834 -0.1190 -0.2785 0.6803 -0.5956 -0.131
C 2.1397 2.4926 -0.9665 0.0393 0.0347 -0.0776 -0.734
S 2.7729 0.9338 -1.4145 -0.3020 0.1847 0.2747 0.589
H 5.3605 5.8722 -3.3706 -0.0255 -0.0207 0.0131 0.032
H 4.5436 6.2885 -1.8652 0.0057 -0.0192 -0.0306 0.032
H 3.6229 6.1682 -3.3732 0.0310 -0.0112 0.0146 0.032
H 4.8533 3.1348 -4.7383 -0.0296 0.0152 0.0274 0.032
H 3.1193 3.4771 -4.6941 0.0129 0.0161 0.0370 0.034
H 3.7392 1.9730 -4.0049 0.0010 0.0090 0.0041 0.000
H 6.5484 3.3335 -2.0558 -0.0402 0.0124 0.0005 0.032
H 5.4807 2.1891 -1.2338 -0.0073 0.0216 0.0036 0.006
H 5.7328 3.8042 -0.5611 -0.0334 0.0090 -0.0259 0.035
H 2.1473 5.8340 -1.3913 -0.0363 -0.0121 0.0254 0.096
H 0.1202 5.5768 0.0312 0.0137 -0.0115 0.0026 0.102
H -0.4702 3.3055 0.8678 -0.0012 -0.0776 0.0030 0.109
C -0.0822 -0.7426 -0.9747 2.4910 3.0176 3.0938 -0.327
Ge -1.4494 -1.8394 -1.7624 -0.5718 -0.4780 -0.5575 0.891
C -3.2256 -1.1591 -1.2620 0.2729 0.0319 0.1602 -0.270
C -3.4873 0.1496 -1.6744 -0.0029 -0.0392 0.0366 -0.111
C -4.7055 0.7531 -1.4019 0.0045 -0.0070 -0.0035 -0.083
C -5.6855 0.0551 -0.7064 0.0457 -0.0224 -0.0278 -0.091
C -5.4377 -1.2435 -0.2878 -0.0104 -0.0070 -0.0040 -0.089
C -4.2144 -1.8454 -0.5615 0.0453 0.0135 -0.0211 -0.107
C -1.3466 -1.6164 -3.7064 0.1945 0.1158 0.1595 -0.290
C -0.3821 -0.8097 -4.3069 -0.0352 -0.0253 0.0795 -0.103
C -0.3339 -0.6834 -5.6903 0.0053 0.0014 -0.0131 -0.085
C -1.2473 -1.3643 -6.4821 -0.0180 -0.0122 0.0375 -0.092
C -2.2106 -2.1740 -5.8915 0.0049 -0.0028 0.0189 -0.088
C -2.2587 -2.2978 -4.5106 0.0105 0.0182 0.0306 -0.104
C -1.0253 -3.7217 -1.4121 -0.0424 0.1688 0.0586 -0.278
C 0.1425 -4.1940 -2.0137 -0.0445 0.0127 0.0526 -0.101
C 0.5286 -5.5184 -1.8716 -0.0028 0.0003 -0.0073 -0.078
C -0.2520 -6.3931 -1.1265 -0.0086 0.0448 -0.0210 -0.087
C -1.4134 -5.9358 -0.5218 -0.0220 0.0008 -0.0081 -0.088
C -1.7950 -4.6066 -0.6602 0.0603 0.0197 -0.0228 -0.112
H -2.7241 0.6996 -2.2162 -0.0459 0.0272 -0.0117 0.101
H -4.8923 1.7660 -1.7364 -0.0005 -0.0064 0.0123 0.103
H -6.6402 0.5203 -0.4969 0.0085 0.0017 0.0037 0.101
H -6.1992 -1.7946 0.2502 0.0107 0.0062 0.0009 0.102
H -4.0459 -2.8601 -0.2268 -0.0506 0.0304 0.0008 0.074
H 0.3338 -0.2794 -3.6855 0.0171 0.0159 -0.0459 0.081
H 0.4198 -0.0549 -6.1486 -0.0087 -0.0026 0.0067 0.102
H -1.2121 -1.2663 -7.5601 0.0114 -0.0013 0.0132 0.100
H -2.9221 -2.7106 -6.5071 0.0062 0.0176 0.0008 0.101
H -3.0138 -2.9295 -4.0519 0.0019 -0.0021 -0.0564 0.105
H 0.7566 -3.5143 -2.5959 0.0039 -0.0534 -0.0242 0.105
H 1.4331 -5.8699 -2.3516 0.0075 0.0032 0.0294 0.104
H 0.0434 -7.4290 -1.0197 0.0014 0.0043 -0.0026 0.102
H -2.0306 -6.6164 0.0517 0.0197 0.0155 0.0232 0.103
H -2.6982 -4.2679 -0.1705 0.0251 -0.0606 0.0012 0.074
C 0.2292 2.9389 6.1913 0.0216 -0.1354 -0.0008 -0.113
C 0.8343 1.5963 5.7827 0.0977 0.1182 -0.0273 -0.263
C 1.7387 1.6811 4.5543 -0.1187 0.0063 -0.0172 -0.213
C 1.0400 2.1402 3.2741 0.0534 -0.1916 -0.0246 -0.258
N -0.0130 1.2641 2.7876 -0.3369 0.2326 0.1332 -0.064
C 0.2153 0.0149 2.1792 0.3429 0.5378 -0.1557 -0.857
S 1.8199 -0.6291 1.9862 -0.6388 -0.0916 -0.7900 0.650
N -0.8783 -0.8334 2.3637 -0.3068 -0.0523 0.1947 -0.041
C -0.9335 -2.1999 1.8569 0.2051 0.1002 0.1556 -0.253
C -0.4894 -3.2645 2.8590 -0.2134 0.0540 0.0160 -0.198
C -1.4100 -3.4357 4.0732 0.1509 0.1356 0.0036 -0.256
C -1.1920 -2.4004 5.1790 -0.0779 -0.1002 -0.0703 -0.117
H -0.2535 2.8627 7.1667 -0.0305 0.0455 -0.0322 0.068
H -0.5214 3.2819 5.4757 0.0241 0.0349 0.0234 0.063
H 1.0069 3.7037 6.2586 -0.0442 0.0142 0.0045 0.075
H 0.0398 0.8626 5.6132 0.0327 -0.0222 0.0171 0.093
H 1.4402 1.2148 6.6079 -0.0824 -0.0540 0.0326 0.105
H 2.1976 0.7077 4.3775 0.0573 0.0008 -0.0170 0.073
H 2.5510 2.3889 4.7526 0.0158 -0.0366 0.0253 0.116
H 1.7851 2.2594 2.4881 -0.0012 0.0365 -0.0525 0.088
H 0.5763 3.1158 3.4355 0.0702 0.0525 -0.0585 0.109
H -0.8479 1.2959 3.3521 0.0331 -0.1945 0.1004 0.114
H -1.7560 -0.3403 2.2996 -0.0122 0.0225 -0.0976 0.125
H -0.3152 -2.2771 0.9618 0.0284 -0.0540 -0.0568 0.049
H -1.9679 -2.3998 1.5619 -0.0079 0.0590 -0.0107 0.109
H 0.5247 -3.0368 3.1943 0.0391 -0.0464 -0.0465 0.090
H -0.4482 -4.2076 2.3047 0.0649 0.0024 0.0120 0.105
H -1.2424 -4.4290 4.4968 -0.0465 -0.0203 -0.0226 0.100
H -2.4533 -3.4036 3.7402 -0.0107 -0.0716 0.0241 0.103
H -0.1389 -2.3710 5.4688 -0.0197 0.0231 0.0129 0.073
H -1.7807 -2.6513 6.0638 0.0208 0.0271 0.0049 0.066
H -1.4765 -1.4027 4.8488 0.0442 0.0245 0.0169 0.048